A cluster of 11 separate species, C88H88O16 in total. Source: the OMol25 dataset; level of theory: ωB97M-V/def2-TZVPD.

The value obtained for the energy is -125442.78811 eV. As for the LUMO energy: -1.17 eV. As for the largest force on an atom: 0.0781 Eh/bohr. Its SMILES is O=C1c2ccccc2C(=O)c2ccccc21.O=C1c2ccccc2C(=O)c2ccccc21.O=C1c2ccccc2C(=O)c2ccccc21.O=C1c2ccccc2C(=O)c2ccccc21.O=C1c2ccccc2C(=O)c2ccccc21.CC(C)O.CC(C)O.CC(C)O.CC(C)O.CC(C)O.CC(C)O. The calculation puts the HOMO energy at -9.56 eV.

Each line ends with the Löwdin charge.
Atoms and positions in Å:
O1 3.902 -2.342 -1.515  0.10
C1 4.919 -1.803 -1.914  -0.28
C2 5.988 -1.322 -1.019  -0.11
C3 5.986 -1.680 0.287  -0.01
C4 6.945 -1.109 1.103  -0.05
C5 7.814 -0.128 0.648  -0.05
C6 7.833 0.144 -0.691  -0.02
C7 6.964 -0.462 -1.563  -0.07
C8 6.983 -0.080 -3.008  -0.29
O2 7.629 0.888 -3.373  0.11
C9 6.179 -0.877 -3.904  -0.14
C10 6.368 -0.844 -5.247  0.00
C11 5.583 -1.576 -6.145  -0.05
C12 4.563 -2.317 -5.678  -0.04
C13 4.332 -2.364 -4.260  0.02
C14 5.129 -1.661 -3.401  -0.09
H1 5.349 -2.458 0.665  0.13
H2 7.079 -1.421 2.117  0.10
H3 8.523 0.332 1.337  0.12
H4 8.642 0.777 -1.066  0.13
H5 7.225 -0.304 -5.607  0.13
H6 5.820 -1.619 -7.164  0.10
H7 3.923 -2.888 -6.334  0.10
H8 3.522 -2.881 -3.778  0.11
O3 2.334 -4.245 8.623  0.09
C15 1.771 -3.232 9.023  -0.25
C16 1.234 -2.209 7.988  -0.05
C17 1.387 -2.547 6.637  -0.05
C18 0.767 -1.979 5.618  -0.09
C19 -0.110 -0.934 5.887  -0.03
C20 -0.256 -0.437 7.208  0.02
C21 0.397 -1.114 8.247  -0.10
C22 0.092 -0.814 9.676  -0.27
O4 -0.583 0.155 9.992  0.10
C23 0.599 -1.783 10.708  -0.07
C24 0.317 -1.551 12.082  0.00
C25 0.690 -2.434 13.073  -0.07
C26 1.475 -3.557 12.785  -0.04
C27 1.907 -3.677 11.447  0.00
C28 1.424 -2.852 10.424  -0.11
H9 2.065 -3.358 6.342  0.13
H10 0.846 -2.356 4.635  0.10
H11 -0.652 -0.438 5.077  0.09
H12 -0.964 0.313 7.470  0.11
H13 -0.275 -0.736 12.457  0.12
H14 0.472 -2.209 14.071  0.09
H15 1.753 -4.330 13.515  0.11
H16 2.471 -4.571 11.080  0.13
O5 -0.293 0.687 -2.730  0.08
C29 -0.447 0.458 -1.547  -0.32
C30 0.676 0.391 -0.638  -0.10
C31 1.919 0.612 -1.199  0.00
C32 3.028 0.641 -0.417  -0.07
C33 2.950 0.360 0.939  -0.03
C34 1.683 0.057 1.508  0.03
C35 0.501 0.165 0.717  -0.05
C36 -0.875 0.004 1.314  -0.28
O6 -1.058 -0.027 2.498  0.11
C37 -1.984 0.006 0.336  -0.07
C38 -3.300 -0.113 0.760  -0.02
C39 -4.320 0.218 -0.037  -0.08
C40 -4.146 0.589 -1.332  -0.03
C41 -2.861 0.611 -1.835  0.01
C42 -1.803 0.386 -0.988  -0.10
H17 2.059 0.758 -2.296  0.13
H18 4.012 0.924 -0.827  0.12
H19 3.825 0.117 1.533  0.09
H20 1.667 -0.244 2.570  0.11
H21 -3.554 -0.413 1.805  0.12
H22 -5.319 0.199 0.364  0.09
H23 -4.919 0.928 -1.945  0.08
H24 -2.632 0.953 -2.839  0.13
O7 -12.006 -1.544 -2.205  0.14
C43 -10.911 -1.207 -1.901  -0.31
C44 -9.867 -0.924 -2.937  -0.06
C45 -10.113 -1.356 -4.219  -0.01
C46 -9.103 -1.214 -5.130  -0.06
C47 -7.926 -0.521 -4.856  -0.07
C48 -7.703 -0.037 -3.614  -0.01
C49 -8.631 -0.303 -2.617  -0.07
C50 -8.338 0.141 -1.233  -0.25
O8 -7.269 0.728 -0.964  0.06
C51 -9.355 -0.239 -0.250  -0.10
C52 -8.958 0.024 1.045  0.01
C53 -9.811 -0.344 2.106  -0.04
C54 -11.076 -0.860 1.828  -0.05
C55 -11.435 -1.191 0.522  0.01
C56 -10.559 -0.885 -0.511  -0.09
H25 -11.070 -1.797 -4.434  0.12
H26 -9.149 -1.526 -6.170  0.11
H27 -7.210 -0.448 -5.676  0.12
H28 -6.823 0.566 -3.313  0.12
H29 -8.030 0.538 1.227  0.11
H30 -9.570 -0.134 3.120  0.09
H31 -11.744 -0.980 2.681  0.11
H32 -12.378 -1.610 0.201  0.12
O9 6.138 5.530 -4.470  0.10
C57 4.982 5.542 -4.860  -0.26
C58 4.252 4.224 -4.925  -0.08
C59 4.779 3.060 -4.399  0.00
C60 4.043 1.885 -4.517  -0.04
C61 2.777 1.843 -5.121  -0.05
C62 2.197 3.018 -5.501  0.00
C63 2.969 4.188 -5.463  -0.06
C64 2.341 5.432 -6.133  -0.26
O10 1.267 5.296 -6.690  0.09
C65 3.053 6.715 -5.984  -0.08
C66 2.545 7.929 -6.435  -0.01
C67 3.122 9.157 -6.157  -0.04
C68 4.374 9.108 -5.546  -0.07
C69 4.992 7.946 -5.187  -0.01
C70 4.340 6.769 -5.394  -0.09
H33 5.742 3.002 -3.853  0.11
H34 4.340 0.916 -4.118  0.09
H35 2.399 0.883 -5.127  0.07
H36 1.240 3.069 -6.014  0.12
H37 1.584 7.805 -6.973  0.13
H38 2.791 10.148 -6.474  0.11
H39 4.780 10.083 -5.394  0.10
H40 6.008 7.920 -4.799  0.13
C71 6.600 5.296 0.396  -0.05
C72 6.852 3.820 0.020  -0.49
C73 6.341 3.538 -1.381  -0.06
O11 8.250 3.594 0.094  -0.05
H41 5.552 5.377 0.567  0.07
H42 7.064 5.851 -0.457  0.11
H43 7.072 5.496 1.344  0.07
H44 6.277 3.174 0.783  0.14
H45 5.277 3.684 -1.481  0.08
H46 6.497 2.508 -1.708  0.05
H47 6.714 4.205 -2.134  0.07
H48 8.522 3.880 0.976  0.09
C74 -7.174 -3.928 -0.003  -0.05
C75 -5.701 -3.633 -0.143  -0.46
C76 -5.023 -3.705 1.244  -0.04
O12 -5.223 -4.604 -1.102  -0.06
H49 -7.691 -3.529 -0.849  0.07
H50 -7.587 -3.634 0.953  0.07
H51 -7.316 -4.998 0.072  0.08
H52 -5.457 -2.622 -0.534  0.13
H53 -5.591 -3.012 1.866  0.04
H54 -4.001 -3.325 1.137  0.07
H55 -5.008 -4.675 1.760  0.09
H56 -4.290 -4.662 -0.943  0.02
C77 5.893 0.686 5.926  -0.05
C78 5.313 1.042 4.555  -0.50
C79 6.168 2.005 3.745  -0.05
O13 5.178 -0.128 3.755  -0.08
H57 5.254 -0.100 6.359  0.08
H58 5.918 1.541 6.556  0.06
H59 6.901 0.241 5.809  0.09
H60 4.248 1.382 4.674  0.15
H61 6.127 3.008 4.199  0.09
H62 5.681 1.984 2.785  0.05
H63 7.189 1.639 3.613  0.08
H64 4.380 -0.549 4.079  0.08
C80 0.922 -2.872 -5.999  -0.06
C81 -0.471 -2.274 -6.075  -0.46
C82 -0.562 -0.837 -5.498  -0.04
O14 -0.884 -2.325 -7.458  -0.07
H65 1.456 -2.776 -5.027  0.07
H66 1.533 -2.234 -6.736  0.10
H67 1.057 -3.871 -6.297  0.06
H68 -1.240 -2.839 -5.568  0.11
H69 -0.655 -0.857 -4.407  0.04
H70 -1.474 -0.334 -5.829  0.09
H71 0.304 -0.221 -5.705  0.06
H72 -0.350 -1.672 -7.938  0.09
C83 -5.826 -0.977 3.697  -0.05
C84 -5.697 0.508 4.080  -0.49
C85 -4.981 0.758 5.336  -0.07
O15 -5.123 1.195 2.947  -0.07
H73 -6.518 -1.574 4.265  0.08
H74 -4.801 -1.412 3.825  0.10
H75 -6.065 -1.062 2.673  0.03
H76 -6.715 0.931 4.118  0.14
H77 -4.768 1.760 5.670  0.08
H78 -4.036 0.199 5.339  0.08
H79 -5.500 0.339 6.196  0.09
H80 -4.152 1.292 3.060  0.10
C86 -0.719 -3.124 -2.055  -0.05
C87 -2.137 -3.414 -1.904  -0.44
C88 -2.977 -3.155 -3.165  -0.03
O16 -2.371 -4.844 -1.548  -0.07
H81 -0.116 -3.439 -1.195  0.10
H82 -0.587 -2.046 -2.188  0.07
H83 -0.356 -3.639 -2.920  0.08
H84 -2.565 -2.872 -1.066  0.12
H85 -2.586 -3.766 -3.951  0.06
H86 -3.081 -2.119 -3.467  0.08
H87 -3.961 -3.574 -2.884  0.08
H88 -2.399 -5.423 -2.300  0.08